Here is C17H28O in the gas phase from the Open Molecules 2025 dataset. Energies are from ωB97M-V/def2-TZVPD.

```
46
Properties=species:S:1:pos:R:3
C 9.440 0.333 -0.382
C 8.405 0.605 0.391
C 7.055 1.009 -0.109
C 5.973 0.024 0.344
C 4.595 0.419 -0.178
C 3.501 -0.539 0.287
C 2.135 -0.149 -0.273
C 1.016 -1.057 0.231
C -0.338 -0.654 -0.348
C -1.485 -1.494 0.209
C -2.831 -1.057 -0.362
C -3.996 -1.833 0.247
C -5.347 -1.367 -0.309
C -5.603 0.071 -0.007
C -5.843 0.723 1.167
C -5.972 2.096 0.843
C -5.801 2.177 -0.503
O -5.576 0.958 -1.025
H 10.395 0.041 0.020
H 9.375 0.397 -1.456
H 8.496 0.532 1.467
H 7.066 1.065 -1.199
H 6.811 2.002 0.280
H 6.227 -0.976 -0.017
H 5.952 -0.013 1.436
H 4.616 0.438 -1.271
H 4.356 1.430 0.163
H 3.748 -1.554 -0.031
H 3.459 -0.537 1.379
H 2.169 -0.189 -1.364
H 1.913 0.883 0.011
H 0.973 -1.005 1.322
H 1.236 -2.092 -0.041
H -0.526 0.398 -0.121
H -0.310 -0.755 -1.435
H -1.506 -1.396 1.297
H -1.313 -2.548 -0.024
H -2.972 0.008 -0.166
H -2.829 -1.196 -1.445
H -3.992 -1.700 1.331
H -3.875 -2.898 0.039
H -5.363 -1.495 -1.393
H -6.143 -1.976 0.124
H -5.921 0.283 2.140
H -6.165 2.903 1.519
H -5.817 3.006 -1.182
```

Calculated values
Largest force on an atom = 0.882 eV/Å
E_tot = -739.76892 Ha
SMILES = C=CCCCCCCCCCCCc1ccco1
Spin multiplicity = 1

=====

Here is C17H28O3 in the gas phase from the Open Molecules 2025 dataset. Energies are from ωB97M-V/def2-TZVPD.

```
48
Properties=species:S:1:pos:R:3
C -4.353 -2.228 0.949
C -4.780 -0.934 0.268
C -3.641 0.071 0.081
C -2.528 -0.411 -0.861
C -1.302 -0.948 -0.123
C -0.250 -1.480 -1.097
C 0.993 -2.048 -0.393
C 2.262 -1.189 -0.478
C 3.426 -1.990 0.109
C 4.730 -1.227 0.065
O 5.787 -1.746 -0.216
C 4.607 0.175 0.459
C 3.438 0.807 0.589
C 3.366 2.226 1.058
C 2.117 0.159 0.247
C 1.381 1.161 -0.635
O 1.601 1.336 -1.804
O 0.487 1.857 0.066
C -0.235 2.871 -0.641
C -1.346 3.384 0.254
H -3.654 -2.783 0.330
H -3.881 -2.018 1.907
H -5.220 -2.861 1.129
H -5.213 -1.167 -0.708
H -5.560 -0.460 0.868
H -3.214 0.309 1.058
H -4.077 0.990 -0.318
H -2.922 -1.186 -1.521
H -2.206 0.416 -1.498
H -1.600 -1.753 0.550
H -0.876 -0.149 0.487
H 0.044 -0.692 -1.791
H -0.713 -2.268 -1.695
H 0.761 -2.230 0.660
H 1.235 -3.016 -0.837
H 2.480 -0.974 -1.530
H 3.219 -2.218 1.159
H 3.549 -2.934 -0.424
H 5.535 0.691 0.662
H 4.288 2.517 1.554
H 3.214 2.892 0.208
H 2.529 2.364 1.741
H 1.543 0.039 1.173
H -0.631 2.439 -1.566
H 0.462 3.672 -0.912
H -1.898 4.163 -0.263
H -2.025 2.576 0.509
H -0.930 3.794 1.171
```

Calculated values
Largest force on an atom = 0.573 eV/Å
E_tot = -890.30521 Ha
SMILES = CCCCCCC[C@@H]1CC(=O)C=C(C)[C@H]1C(=O)OCC
Spin multiplicity = 1

=====

Here is C17H28O3 in the gas phase at a distorted geometry from the Open Molecules 2025 dataset. Energies are from ωB97M-V/def2-TZVPD.

```
48
Properties=species:S:1:pos:R:3
C -2.998 2.390 -3.905
C -2.375 1.080 -3.417
C -1.850 1.207 -2.004
O -2.894 1.487 -1.123
C -1.214 -0.081 -1.487
C -0.539 0.148 -0.094
C -1.310 -0.453 1.064
C -2.706 -1.045 1.021
C -0.688 -0.397 2.302
C 0.681 0.259 2.451
C 1.335 0.182 3.871
C 1.688 -1.292 4.115
C 2.715 -1.804 3.080
C 2.139 -1.703 1.701
C 1.592 -0.325 1.346
C 0.871 -0.433 -0.060
C 1.769 0.198 -1.162
O 2.044 1.393 -1.060
O 2.024 -0.579 -2.222
C 2.670 0.101 -3.324
H -3.539 2.262 -4.845
H -3.726 2.767 -3.176
H -2.245 3.147 -4.079
H -1.540 0.799 -4.096
H -3.093 0.242 -3.448
H -1.168 2.057 -1.957
H -3.411 2.267 -1.354
H -1.933 -0.883 -1.503
H -0.448 -0.348 -2.231
H -0.463 1.242 0.069
H -2.707 -2.022 0.505
H -3.361 -0.330 0.514
H -3.106 -1.215 2.057
H -1.188 -0.802 3.227
H 0.589 1.320 2.208
H 0.666 0.568 4.652
H 2.248 0.822 3.904
H 2.123 -1.462 5.092
H 0.776 -1.925 4.106
H 2.951 -2.864 3.312
H 3.654 -1.237 3.155
H 1.317 -2.405 1.736
H 2.903 -2.039 0.988
H 2.469 0.349 1.304
H 0.788 -1.473 -0.338
H 3.514 0.722 -2.990
H 2.992 -0.648 -4.038
H 1.986 0.759 -3.866
```

Calculated values
Largest force on an atom = 3.690 eV/Å
E_tot = -890.27707 Ha
SMILES = CC[C@@H](O)C[C@H]1C(C)=C[C@H]2CCCC[C@H]2[C@@H]1C(=O)OC
Spin multiplicity = 1

=====

Here is 3 unconnected molecules or ions with the total composition C17H28O8S at a distorted geometry from the Open Molecules 2025 dataset. Energies are from ωB97M-V/def2-TZVPD.

```
54
Properties=species:S:1:pos:R:3
C -3.501 3.111 0.124
C -4.222 2.094 -0.501
C -3.616 0.771 -1.090
C -3.762 -0.503 -0.117
O -5.108 -0.768 0.275
C -5.488 -0.169 1.522
C -5.429 -1.202 2.757
C -3.340 -1.757 -1.056
C -2.084 -2.557 -0.533
O -0.839 -1.785 -0.577
S -0.944 -0.523 0.518
O -0.433 0.754 -0.048
O -0.120 -0.951 1.702
C -2.698 -0.468 1.061
H -3.789 4.190 -0.036
H -2.594 2.869 0.741
H -5.336 2.260 -0.630
H -4.203 0.507 -2.027
H -2.542 0.874 -1.428
H -6.595 0.081 1.422
H -4.987 0.814 1.756
H -4.464 -1.067 3.342
H -6.288 -1.070 3.468
H -5.444 -2.230 2.271
H -4.207 -2.493 -1.075
H -3.224 -1.407 -2.129
H -2.235 -3.071 0.465
H -1.913 -3.402 -1.273
H -2.845 -1.335 1.775
H -2.844 0.515 1.614
O 4.551 4.505 1.990
C 3.936 3.779 1.258
C 4.302 2.359 0.907
C 3.438 2.098 -0.309
C 2.247 2.996 -0.059
O 2.769 4.126 0.655
H 4.038 1.707 1.743
H 5.361 2.274 0.673
H 3.167 1.051 -0.437
H 3.965 2.422 -1.210
H 1.486 2.513 0.560
H 1.785 3.331 -0.989
O 5.606 0.425 -0.812
C 5.584 -0.724 -1.158
C 4.426 -1.674 -0.991
C 5.082 -3.021 -1.225
C 6.214 -2.670 -2.166
O 6.608 -1.340 -1.803
H 3.671 -1.451 -1.749
H 4.000 -1.601 0.008
H 4.406 -3.776 -1.627
H 5.488 -3.400 -0.283
H 5.898 -2.666 -3.213
H 7.063 -3.346 -2.057
```

Calculated values
Largest force on an atom = 5.105 eV/Å
E_tot = -1664.55083 Ha
SMILES = C=CC[C@@]1(OCC)CCOS(=O)(=O)C1.O=C1CCCO1.O=C1CCCO1
Spin multiplicity = 1

=====

Here is 3 unconnected molecules or ions with the total composition C17H29BF2NO10 from the Open Molecules 2025 dataset. Energies are from ωB97M-V/def2-TZVPD.

```
60
Properties=species:S:1:pos:R:3
C -1.748 -0.023 3.627
C -0.687 -0.870 2.949
O -1.034 -2.263 3.100
C -0.361 -3.171 2.347
O 0.122 -4.119 2.902
C -0.277 -2.976 0.851
C -1.583 -2.925 0.036
C -2.506 -1.726 0.233
C -2.007 -0.499 -0.508
C -2.900 0.729 -0.471
O -2.397 1.527 -1.493
B -1.976 0.570 -2.601
C -0.537 1.040 -3.233
C 0.339 1.919 -2.320
C 1.828 1.595 -2.390
N 2.159 0.503 -1.459
O -1.880 -0.763 -1.877
H -2.708 -0.539 3.611
H -1.866 0.926 3.105
H -1.492 0.182 4.667
H 0.288 -0.726 3.424
H -0.592 -0.613 1.895
H 0.310 -3.829 0.509
H 0.327 -2.087 0.636
H -1.272 -2.899 -1.011
H -2.131 -3.862 0.178
H -3.500 -1.973 -0.150
H -2.630 -1.484 1.289
H -1.018 -0.192 -0.094
H -3.941 0.405 -0.680
H -2.891 1.251 0.496
H -2.861 0.516 -3.476
H -0.730 1.574 -4.172
H 0.046 0.150 -3.516
H 0.030 1.784 -1.279
H 0.187 2.979 -2.543
H 2.448 2.459 -2.128
H 2.073 1.324 -3.429
H 1.624 -0.322 -1.716
H 3.139 0.254 -1.539
C 2.664 -5.023 3.956
C 3.459 -5.091 2.668
O 4.799 -5.130 3.131
C 4.806 -5.604 4.405
O 5.783 -5.931 4.996
O 3.549 -5.664 4.887
F 3.298 -4.000 1.888
H 2.517 -3.983 4.249
H 1.707 -5.527 3.923
H 3.272 -5.980 2.063
C -0.965 7.461 -2.601
C 0.437 6.909 -2.419
O 0.430 5.780 -3.255
C -0.504 5.963 -4.233
O -0.602 5.315 -5.215
O -1.286 7.032 -3.921
F 0.677 6.528 -1.141
H -1.641 6.991 -1.883
H -1.031 8.543 -2.539
H 1.239 7.583 -2.727
```

Calculated values
Largest force on an atom = 0.674 eV/Å
E_tot = -1697.04060 Ha
Total charge = -1
Spin multiplicity = 1

=====

Here is a molecular structure, C17H29Cl2N2O4Pr at a distorted geometry from the Open Molecules 2025 dataset. Energies are from ωB97M-V/def2-TZVPD.

```
55
Properties=species:S:1:pos:R:3
O 1.158 1.691 -2.503
C 0.993 1.635 -3.738
C 1.798 2.456 -4.634
C 2.432 3.584 -4.071
H 2.333 3.757 -2.994
C 3.142 4.455 -4.887
H 3.573 5.351 -4.428
C 3.284 4.196 -6.260
H 3.822 4.900 -6.900
C 2.718 3.039 -6.809
H 2.855 2.810 -7.862
C 1.981 2.170 -6.003
H 1.547 1.256 -6.393
H 0.308 0.903 -4.154
C -2.228 1.513 -3.029
C -1.764 0.388 -2.238
H -3.291 1.414 -3.295
H -1.637 1.585 -3.951
H -2.073 2.446 -2.455
C -2.295 -0.630 -1.608
C -3.791 -0.875 -1.397
H -1.696 -1.428 -1.155
H -4.381 -0.386 -2.180
H -4.137 -0.462 -0.440
H -4.026 -1.946 -1.387
Pr 1.014 0.338 -0.644
Cl 0.714 2.819 0.506
Cl 1.299 -1.423 -2.786
C -1.329 0.685 1.790
O -0.552 -0.095 1.162
N -1.890 0.385 2.958
C -1.551 -0.845 3.670
C -2.916 1.231 3.561
H -1.539 1.676 1.374
H -0.787 -1.365 3.089
H -2.443 -1.476 3.789
H -1.168 -0.605 4.671
H -3.090 2.077 2.898
H -2.595 1.614 4.538
H -3.854 0.679 3.706
H 0.551 -5.285 1.002
H 2.802 -5.777 -0.401
C 0.344 -4.551 0.210
C 2.394 -5.027 -1.087
N 1.607 -4.059 -0.342
H -0.218 -3.708 0.618
C 1.965 -2.789 -0.266
O 1.379 -1.920 0.427
H 3.204 -4.473 -1.568
H 2.788 -2.486 -0.926
H -0.238 -5.065 -0.572
H 1.778 -5.533 -1.840
O 2.772 0.497 1.170
H 2.850 -0.199 1.850
H 2.532 1.328 1.632
```

Calculated values
Largest force on an atom = 3.887 eV/Å
Expectation value of S² = 2.027
E_tot = -2513.11329 Ha
Spin multiplicity = 3

=====

Here is 3 unconnected molecules or ions with the total composition C17H29Cl2N2O5 at a distorted geometry from the Open Molecules 2025 dataset. Energies are from ωB97M-V/def2-TZVPD.

```
55
Properties=species:S:1:pos:R:3
N 5.057 -0.791 -0.865
C 3.955 -1.040 -1.810
N 2.735 -0.196 -1.609
C 2.240 0.455 -2.744
C 1.053 1.276 -2.744
C 0.324 1.432 -1.472
C -0.999 2.292 -1.475
O -1.050 3.414 -1.020
O -2.123 1.589 -2.058
C -2.358 0.349 -1.378
C -1.807 -0.913 -2.141
O -1.849 -1.102 -3.304
Cl -0.985 -2.164 -1.078
C 0.835 0.770 -0.277
C 2.051 -0.033 -0.430
Cl 2.611 -0.862 1.053
H 4.815 -0.016 -0.236
H 5.119 -1.639 -0.287
H 3.624 -2.120 -1.837
H 4.349 -0.835 -2.847
H 2.769 0.319 -3.720
H 0.642 1.783 -3.647
H -3.468 0.196 -1.257
H -1.905 0.359 -0.349
H 0.285 0.854 0.694
C -3.912 4.054 -2.107
C -5.420 3.914 -1.989
O -5.881 3.858 -0.649
C -5.596 4.988 0.163
C -6.193 6.282 -0.361
H -3.387 3.257 -1.596
H -3.607 4.049 -3.156
H -3.569 4.991 -1.663
H -5.726 2.976 -2.459
H -5.933 4.712 -2.534
H -4.515 5.085 0.310
H -6.022 4.776 1.145
H -5.788 6.553 -1.338
H -5.982 7.103 0.327
H -7.276 6.186 -0.470
C 1.886 -4.646 2.777
C 3.312 -4.820 2.283
O 4.277 -4.179 3.100
C 4.348 -4.612 4.453
C 4.682 -6.085 4.604
H 1.637 -3.584 2.860
H 1.184 -5.118 2.087
H 1.737 -5.093 3.761
H 3.399 -4.369 1.291
H 3.560 -5.879 2.162
H 3.420 -4.364 4.979
H 5.135 -4.022 4.924
H 3.915 -6.726 4.165
H 4.769 -6.348 5.660
H 5.626 -6.316 4.107
```

Calculated values
Largest force on an atom = 3.272 eV/Å
E_tot = -2070.90134 Ha
Total charge = +1
Spin multiplicity = 1

=====

Here is a molecular structure, C17H29MnN2S at a distorted geometry from the Open Molecules 2025 dataset. Energies are from ωB97M-V/def2-TZVPD.

```
50
Properties=species:S:1:pos:R:3
C -2.018 -1.693 -1.628
H -2.863 -1.724 -0.923
H -2.397 -1.385 -2.615
H -0.269 0.005 1.001
C -1.123 -2.923 -1.628
H -0.182 -2.758 -2.197
H -0.831 -3.133 -0.587
C -1.902 -4.131 -2.218
H -1.197 -4.935 -2.440
H -2.637 -4.470 -1.469
H -2.421 -3.843 -3.148
C 1.059 1.572 -0.302
C 1.262 0.616 -1.336
C 0.062 0.521 -2.105
C -0.921 1.406 -1.499
C -0.278 2.039 -0.364
C -0.771 3.263 0.306
C -2.178 1.870 -2.144
C -0.029 -0.056 -3.462
C 2.573 0.043 -1.724
C 2.122 2.162 0.552
Mn -1.032 -0.497 -0.420
H -2.890 2.231 -1.392
H -2.021 2.684 -2.871
H -2.652 1.035 -2.674
H -1.855 3.369 0.164
H -0.578 3.242 1.389
H -0.303 4.189 -0.083
H 3.043 1.549 0.540
H 2.398 3.178 0.209
H 1.808 2.255 1.610
H 2.434 -0.880 -2.313
H 3.188 0.733 -2.343
H 3.180 -0.224 -0.837
H -1.053 -0.401 -3.673
H 0.232 0.668 -4.254
H 0.646 -0.919 -3.592
C 0.618 1.423 4.467
N 0.790 0.014 4.128
C 1.726 -0.923 4.587
C 1.571 -2.054 3.869
N 0.562 -1.814 2.967
C 0.058 -0.577 3.136
S -1.209 0.088 2.176
H 0.909 2.071 3.625
H -0.449 1.587 4.663
H 1.206 1.685 5.345
H 2.392 -0.726 5.397
H 2.023 -3.031 3.899
H 0.195 -2.401 2.209
```

Calculated values
Largest force on an atom = 2.576 eV/Å
Expectation value of S² = 6.280
E_tot = -2323.18655 Ha
Total charge = +2
Spin multiplicity = 5

=====

Here is a molecular structure, C17H29N2O3PPb at a distorted geometry from the Open Molecules 2025 dataset. Energies are from ωB97M-V/def2-TZVPD.

```
53
Properties=species:S:1:pos:R:3
Pb 0.928 0.231 0.406
C 1.047 -1.844 -0.479
O 1.241 -2.896 -0.905
C 1.662 -0.831 2.399
O 1.960 -1.293 3.394
C 1.178 2.113 1.454
O 1.336 3.036 2.125
C -2.105 -1.909 0.921
P -1.682 -0.188 0.651
H -2.844 0.887 -1.007
H -1.783 -2.405 -0.011
C -2.435 0.993 1.782
H -3.476 0.643 1.647
C -3.624 -1.894 1.028
H -4.103 -1.349 0.203
H -3.956 -1.481 1.989
H -3.939 -2.937 0.971
C -1.396 -2.585 2.106
H -1.702 -2.157 3.070
C -0.777 1.311 -1.574
H -0.299 -2.582 2.036
H -1.724 -3.632 2.074
C -2.003 -0.860 -2.038
H 0.220 0.801 -1.644
H -0.926 1.595 -2.623
H -0.667 2.216 -0.945
C -1.889 0.340 -1.090
H -2.161 -0.465 -3.049
H -2.858 -1.497 -1.782
H -1.087 -1.477 -2.055
C -2.290 2.452 1.323
H -1.245 2.803 1.375
H -2.884 3.049 2.026
H -2.697 2.610 0.315
C -1.969 0.795 3.231
H -0.900 1.024 3.370
H -2.180 -0.214 3.609
H -2.532 1.509 3.843
H -0.284 1.546 -4.913
H 0.452 1.644 -5.029
N 2.400 -0.305 -2.766
C 3.419 0.016 -1.893
C 4.743 0.137 -2.366
C 5.704 0.461 -1.421
C 5.394 0.663 -0.061
C 4.067 0.536 0.312
N 3.111 0.262 -0.603
H 1.431 -0.550 -2.526
H 2.672 -0.430 -3.737
H 4.887 -0.039 -3.445
H 6.723 0.558 -1.748
H 6.121 0.915 0.708
H 3.721 0.675 1.340
```

Calculated values
Largest force on an atom = 9.471 eV/Å
E_tot = -1532.73703 Ha
Total charge = +4
Spin multiplicity = 1